Density functional theory data (ωB97M-V/def2-TZVPD) for a cluster of 2 separate species, C6H14N2O in total at a distorted geometry.

Output
Energy above the lowest of the compared OMol25 structures with the same formula, charge and spin in kcal per mole: 64.0
Largest force on an atom in Eh/bohr: 0.0553
Structure (SMILES): C/C=C(/N)O.C/C=N/C
Multiplicity: 1

Element x y z (Å)
C: -0.8259 -0.7079 2.3052
C: 0.4011 -0.5815 1.4511
C: 1.0709 0.5837 1.2771
N: 2.0813 0.6965 0.3610
O: 0.5842 1.7938 1.7012
H: -0.6493 -0.3781 3.3370
H: -1.1531 -1.7387 2.3387
H: -1.6490 -0.1096 1.8918
H: 0.9033 -1.4848 1.1469
H: 1.7755 0.2189 -0.5788
H: 2.3476 1.6555 0.1883
H: -0.1562 1.6365 2.2943
C: -0.3430 1.6864 -1.7835
C: 0.0039 0.2304 -1.7115
N: -0.7238 -0.5479 -0.9863
C: -0.7219 -1.9570 -1.2715
H: -0.8684 1.9255 -2.7114
H: -0.9510 1.9749 -0.9268
H: 0.5676 2.2848 -1.7351
H: 0.5433 -0.1679 -2.5862
H: -0.5681 -2.5119 -0.3408
H: 0.0386 -2.2756 -2.0010
H: -1.7077 -2.2262 -1.6594

Density functional theory data (ωB97M-V/def2-TZVPD) for a cluster of 13 separate species, C42H107B3F18N11O24S6 in total at a distorted geometry.

Output
Charge: +1
Largest force on an atom in Eh/bohr: 0.2594
Electronic energy in Eh: -8333.4416
Multiplicity: 1

Element x y z (Å)
C: 2.0031 0.2935 0.0150
C: 1.1201 0.0082 -1.2019
N: -0.1482 -0.4595 -0.8062
C: -1.3127 -0.0313 -1.4248
C: -2.3162 -0.8781 -1.0282
N: -1.7537 -1.8239 -0.0972
C: -0.3575 -1.6224 -0.1471
C: -2.4541 -2.9450 0.5649
H: 1.9964 -0.5471 0.7089
H: 1.5938 1.1892 0.4822
H: 3.0445 0.5048 -0.2279
H: 1.4369 -0.8296 -1.8231
H: 0.9854 0.8944 -1.8221
H: -1.3928 0.6334 -2.2723
H: -3.3299 -1.0842 -1.3389
H: 0.4278 -2.3331 0.0640
H: -3.5342 -2.8038 0.5260
H: -2.0500 -3.0915 1.5665
H: -2.3638 -3.8404 -0.0501
C: -7.8271 1.3373 4.1009
O: -7.1328 2.4357 3.5523
C: -6.1338 3.0467 4.4460
C: -5.0699 2.1979 5.0418
N: -4.3512 1.4435 3.9086
H: -5.0235 1.3100 3.1667
H: -3.5887 1.9514 3.4835
C: -3.7912 0.0743 4.2723
C: -4.6798 -0.8991 3.5741
O: -4.8410 -0.6431 2.1864
C: -5.8711 -1.3983 1.5928
H: -8.7367 1.6535 4.6116
H: -7.2118 0.7019 4.7378
H: -8.1052 0.8233 3.1808
H: -6.5908 3.5168 5.3168
H: -5.7914 3.9979 4.0385
H: -5.4094 1.4477 5.7560
H: -4.2649 2.7372 5.5410
H: -3.6355 0.0713 5.3511
H: -2.8157 0.1256 3.7886
H: -5.5519 -0.7211 4.2033
H: -4.2595 -1.8962 3.7053
H: -5.8975 -1.2228 0.5173
H: -6.8372 -1.0844 1.9881
H: -5.7359 -2.4480 1.8535
C: 1.6309 4.8988 5.9313
O: 2.5740 3.8330 5.8008
C: 3.7082 4.0109 4.9521
C: 4.6226 2.8072 5.0498
N: 3.7850 1.5436 4.9917
H: 4.1401 0.8888 5.6737
H: 3.0332 1.8019 5.6148
C: 3.3340 1.0116 3.6529
C: 2.1413 0.1162 4.0320
O: 1.2715 0.4249 5.1069
C: 0.5860 1.6908 4.9982
H: 1.8137 5.2632 6.9422
H: 0.6254 4.4782 5.9318
H: 1.6780 5.6858 5.1786
H: 4.2432 4.9310 5.1871
H: 3.3381 4.1946 3.9434
H: 5.2152 2.8077 5.9647
H: 5.4592 2.7867 4.3514
H: 4.1599 0.4272 3.2475
H: 3.0330 1.9378 3.1634
H: 2.4759 -0.8956 4.2609
H: 1.5304 0.0195 3.1345
H: -0.4195 1.6577 4.5788
H: 1.1815 2.4409 4.4778
H: 0.4310 1.9259 6.0512
C: -1.4125 -2.3962 4.5329
O: -2.0516 -1.9108 5.6813
C: -2.4908 -3.0407 6.5481
C: -3.4549 -2.9189 7.7581
N: -4.7503 -2.0752 7.3437
H: -4.5095 -1.0961 7.4021
H: -4.9463 -2.2690 6.3720
C: -6.0563 -2.1259 8.1019
C: -7.0869 -1.1241 7.6988
O: -6.9137 0.1658 8.2772
C: -8.1603 0.8870 8.2660
H: -0.3544 -2.1416 4.5932
H: -1.8647 -1.8921 3.6787
H: -1.5059 -3.4752 4.4094
H: -1.5268 -3.3453 6.9556
H: -2.9840 -3.6855 5.8208
H: -3.0808 -2.3300 8.5956
H: -3.7330 -3.9435 8.0048
H: -5.7557 -1.9233 9.1299
H: -6.4437 -3.1326 7.9451
H: -8.0364 -1.3719 8.1734
H: -7.3367 -1.1169 6.6379
H: -8.8117 0.4745 9.0365
H: -8.5371 0.8609 7.2435
H: -8.0076 1.8911 8.6616
C: -0.8519 2.0361 -8.2211
O: 0.4075 2.3676 -7.7879
C: 0.8289 3.6406 -8.2251
C: 2.1790 4.1075 -7.6310
N: 3.3389 3.2407 -8.0823
H: 3.3635 2.9535 -9.0503
H: 4.1480 3.8106 -7.8804
C: 3.5948 1.9025 -7.3288
C: 3.4788 2.0952 -5.8079
O: 4.0368 0.9557 -5.0591
C: 3.6438 0.8788 -3.7174
H: -0.9394 1.0097 -7.8648
H: -0.8100 2.0502 -9.3102
H: -1.5351 2.7388 -7.7441
H: 0.0432 4.2948 -7.8472
H: 0.7046 3.6950 -9.3067
H: 2.0468 4.3090 -6.5680
H: 2.4345 5.0871 -8.0350
H: 4.6662 1.7046 -7.3601
H: 3.0537 1.0621 -7.7636
H: 2.4595 2.3196 -5.4936
H: 4.0418 2.9702 -5.4831
H: 3.8878 -0.0245 -3.1583
H: 2.5666 1.0148 -3.6217
H: 3.9968 1.7573 -3.1772
C: 3.8898 -3.1245 -4.1530
O: 2.4507 -3.2590 -4.2758
C: 1.9298 -4.2730 -3.4852
C: 0.3650 -4.1399 -3.2924
N: -0.4112 -4.1038 -4.6425
H: 0.0734 -4.8335 -5.1453
H: -1.3983 -4.3174 -4.6296
C: -0.3151 -2.7404 -5.3875
C: -1.1687 -1.7018 -4.6559
O: -0.3541 -0.6492 -4.3341
C: -0.2534 0.3527 -5.3844
H: 4.1278 -2.3274 -3.4487
H: 4.3156 -2.7871 -5.0980
H: 4.3820 -4.0617 -3.8934
H: 2.3650 -4.3261 -2.4872
H: 2.2006 -5.2623 -3.8539
H: 0.1055 -3.3799 -2.5554
H: -0.0231 -5.0245 -2.7873
H: -0.7919 -2.9984 -6.3331
H: 0.6481 -2.3289 -5.6893
H: -1.4232 -1.9948 -3.6373
H: -2.1198 -1.4185 -5.1065
H: -0.0513 -0.1845 -6.3110
H: 0.5029 1.0491 -5.0223
H: -1.1468 0.9731 -5.4551
C: 9.6734 2.3099 -3.7026
O: 9.2763 0.9466 -3.9708
C: 7.9614 0.5610 -3.6763
C: 7.9404 -0.9549 -3.8294
N: 8.9779 -1.6335 -2.8706
H: 8.9500 -2.6146 -3.1087
H: 9.9372 -1.3733 -3.0496
C: 8.6148 -1.4573 -1.3337
C: 7.4105 -2.1339 -0.8387
O: 6.2859 -1.4595 -1.1894
C: 5.0724 -1.6674 -0.4266
H: 8.9510 3.0889 -3.9463
H: 10.5108 2.4490 -4.3864
H: 10.1853 2.4383 -2.7489
H: 7.1963 1.0381 -4.2887
H: 7.6297 0.9743 -2.7238
H: 8.2676 -1.2315 -4.8317
H: 6.9999 -1.4090 -3.5175
H: 8.5233 -0.3982 -1.0929
H: 9.4934 -1.9232 -0.8874
H: 7.5277 -2.0488 0.2416
H: 7.3137 -3.1787 -1.1338
H: 4.8780 -2.6834 -0.0827
H: 4.1615 -1.4324 -0.9772
H: 5.0949 -0.9002 0.3474
N: -2.5823 2.7845 2.7347
S: -1.8945 4.0860 2.8880
O: -1.9191 4.9616 1.6765
O: -0.7783 4.3452 3.7862
F: -3.0355 4.8956 3.6825
S: -1.4975 2.1975 1.5515
O: -0.1822 1.9656 2.0481
O: -1.7126 2.5565 0.1539
F: -2.1060 0.6789 1.5367
N: -6.8216 0.5128 -4.1298
S: -5.6860 0.0982 -2.8698
O: -6.0771 -1.0149 -1.9758
O: -5.0583 1.2516 -2.2172
F: -4.4590 -0.5037 -3.8329
S: -7.5746 1.5189 -3.2526
O: -6.9999 2.8770 -3.2220
O: -8.3799 1.0899 -2.1295
F: -8.7047 1.8686 -4.3447
N: -2.9898 -5.1250 -4.2907
S: -3.2958 -6.1766 -2.9655
O: -4.5136 -6.9989 -2.7449
O: -2.5953 -5.7650 -1.7836
F: -2.2708 -7.3177 -3.4449
S: -4.0558 -4.2010 -3.8602
O: -3.8872 -3.3966 -2.6778
O: -5.3577 -4.5879 -4.4020
F: -3.5946 -3.1932 -5.0717
B: 1.2443 -4.4719 1.2907
F: -0.0324 -4.4621 1.8650
F: 2.0625 -3.4921 1.7782
F: 1.7996 -5.6216 1.4146
F: 1.2117 -4.2222 -0.0614
B: 5.4109 2.9107 1.1651
F: 6.1142 3.8487 0.4543
F: 6.1774 2.3898 2.1101
F: 4.2985 3.4716 1.8722
F: 5.1040 1.8962 0.2964
B: 1.3786 4.0588 -3.4307
F: 2.6032 4.3834 -3.8172
F: 0.6824 5.2745 -3.3122
F: 0.7262 3.3158 -4.3459
F: 1.5091 3.4455 -2.1960